This record from the OMol25 dataset describes 2 unconnected molecules or ions with the total composition C3H8N4 in a non-equilibrium geometry. The level of theory is ωB97M-V/def2-TZVPD.

XYZ file:
```
15
Properties=species:S:1:pos:R:3
H 2.845 -1.782 0.650
N 2.779 -0.994 0.004
C 1.698 -0.309 0.112
N 1.500 0.500 1.218
H 1.449 0.217 -0.871
H 2.063 0.320 2.035
H 0.909 1.311 1.091
C -2.256 -1.096 -0.357
N -1.236 -0.101 -0.237
C -0.981 0.995 -0.723
N -0.540 2.121 -0.569
H -3.179 -0.691 -0.774
H -2.552 -1.433 0.638
H -1.921 -1.926 -0.981
H -0.577 2.869 -1.238
```

Computed properties:
Total energy = -338.022719 Eh
Maximum force = 5.6 eV Å⁻¹
Lowest unoccupied orbital energy = 0.288 eV
Energy relative to the best compared isomer or geometry (same formula, charge and spin) = 82.3 kcal per mole
HOMO-LUMO gap = 0.3020 Eh

=====

This record from the OMol25 dataset describes a gas-phase ion, C5H6N (charge +1) in a non-equilibrium geometry. The level of theory is ωB97M-V/def2-TZVPD.

XYZ file:
```
12
Properties=species:S:1:pos:R:3
C 1.170 -0.292 -0.551
C 1.146 0.686 0.395
C -0.108 0.895 1.011
N -1.163 0.255 0.589
C -1.127 -0.588 -0.503
C 0.046 -0.951 -1.019
H 2.148 -0.374 -1.025
H 2.033 1.254 0.718
H -0.144 1.585 1.834
H -2.032 0.511 1.023
H -2.006 -1.077 -0.927
H 0.037 -1.904 -1.546
```

Computed properties:
Total energy = -248.615690 Eh
Maximum force = 3.1 eV Å⁻¹
Charge = +1
Lowest unoccupied orbital energy = -4.865 eV
Energy relative to the best compared isomer or geometry (same formula, charge and spin) = 0.0 kcal per mole
HOMO-LUMO gap = 0.3906 Eh

=====

This record from the OMol25 dataset describes 4 unconnected molecules or ions with the total composition C3H10N2O3. The level of theory is ωB97M-V/def2-TZVPD.

XYZ file:
```
18
Properties=species:S:1:pos:R:3
C -2.538 0.337 -0.068
C -1.712 0.927 -0.977
N -0.655 0.069 -1.118
C -0.855 -0.972 -0.275
N -1.987 -0.850 0.370
H -3.495 0.625 0.328
H -1.796 1.824 -1.558
H 0.215 0.286 -1.574
H -0.124 -1.752 -0.179
O 2.105 -1.709 -1.570
H 2.259 -1.126 -0.812
H 2.936 -2.192 -1.642
O 2.148 0.850 0.372
H 1.743 0.679 1.244
H 3.078 0.621 0.473
O -0.056 0.745 2.272
H -0.788 0.472 1.686
H -0.478 1.165 3.028
```

Computed properties:
Total energy = -455.552418 Eh
Maximum force = 0.5 eV Å⁻¹
Lowest unoccupied orbital energy = 0.492 eV
Energy relative to the best compared isomer or geometry (same formula, charge and spin) = 12.0 kcal per mole
HOMO-LUMO gap = 0.3468 Eh

=====

This record from the OMol25 dataset describes a molecular structure, C42H59BrN4O2S3SbSiY in a non-equilibrium geometry. The level of theory is ωB97M-V/def2-TZVPD.

XYZ file:
```
114
Properties=species:S:1:pos:R:3
Y 1.686 0.665 -0.900
C -4.713 -2.969 0.590
C -4.579 -2.454 -0.854
C -5.097 -3.516 -1.833
C -5.454 -1.205 -1.025
C -3.107 -2.141 -1.094
C -2.562 -0.927 -0.729
C -1.183 -0.696 -0.836
N -0.515 0.395 -0.381
C -0.991 1.275 0.536
C -2.054 1.041 1.425
C -2.562 2.056 2.203
C -1.964 3.322 2.099
C -0.837 3.585 1.350
C -0.266 2.528 0.587
O 0.839 2.625 -0.084
C -0.189 4.965 1.330
C -0.217 5.487 -0.110
C 1.259 4.862 1.823
C -0.919 5.994 2.200
C -3.756 1.871 3.131
C -4.882 2.807 2.667
C -3.357 2.215 4.572
C -4.288 0.435 3.117
C -0.334 -1.643 -1.533
O 0.886 -1.287 -1.779
C -0.898 -2.902 -1.861
C -2.242 -3.114 -1.596
C -0.129 -4.082 -2.459
C 1.341 -3.784 -2.762
C -0.795 -4.506 -3.779
C -0.173 -5.255 -1.465
H -5.751 -3.201 0.827
H -4.359 -2.217 1.292
H -4.112 -3.866 0.734
H -6.178 -3.618 -1.742
H -4.657 -4.492 -1.640
H -4.864 -3.225 -2.855
H -6.509 -1.473 -0.970
H -5.265 -0.745 -1.993
H -5.261 -0.470 -0.249
H -3.183 -0.114 -0.396
H -2.414 0.028 1.503
H -2.382 4.123 2.687
H 0.310 4.788 -0.749
H 0.276 6.455 -0.180
H -1.241 5.580 -0.466
H 1.826 4.178 1.200
H 1.280 4.500 2.850
H 1.743 5.836 1.780
H -1.942 6.135 1.859
H -0.405 6.950 2.124
H -0.925 5.698 3.245
H -4.571 3.846 2.724
H -5.771 2.680 3.283
H -5.142 2.589 1.633
H -3.012 3.242 4.652
H -2.555 1.561 4.906
H -4.207 2.087 5.241
H -4.623 0.152 2.121
H -5.137 0.352 3.793
H -3.526 -0.269 3.446
H -2.646 -4.086 -1.821
H 1.424 -2.996 -3.504
H 1.826 -4.683 -3.148
H 1.873 -3.458 -1.872
H -0.799 -3.670 -4.475
H -1.823 -4.822 -3.624
H -0.249 -5.333 -4.231
H 0.256 -4.956 -0.513
H 0.398 -6.099 -1.849
H -1.191 -5.589 -1.281
S 3.433 5.410 -1.570
Sb 1.851 4.747 -3.041
S 2.711 2.648 -4.108
S 1.047 2.270 -2.930
C 5.305 2.438 -1.471
C 4.985 1.818 -0.149
C 5.867 1.952 0.910
C 5.552 1.356 2.128
C 4.412 0.605 2.234
C 3.558 0.470 1.118
N 3.851 1.119 -0.048
N 2.452 -0.279 1.073
Si 2.220 -1.611 2.130
C 1.749 -1.200 3.952
C 3.818 -2.687 2.188
C 0.832 -2.699 1.424
H 6.354 2.280 -1.716
H 5.132 3.514 -1.424
H 4.675 2.017 -2.255
H 6.773 2.523 0.791
H 6.208 1.472 2.981
H 4.133 0.129 3.157
H 2.547 -0.702 4.494
H 1.502 -2.106 4.498
H 0.884 -0.546 3.988
H 4.520 -2.338 2.937
H 4.330 -2.650 1.233
H 3.593 -3.725 2.402
H -0.132 -2.207 1.476
H 0.759 -3.634 1.969
H 1.012 -2.932 0.383
Br 4.505 -3.163 -6.331
C 3.933 -1.997 -4.947
C 2.721 -1.343 -5.053
C 2.356 -0.492 -4.021
N 3.110 -0.272 -2.947
C 4.262 -0.924 -2.859
C 4.723 -1.802 -3.828
H 2.068 -1.488 -5.900
H 1.409 0.028 -4.077
H 4.857 -0.730 -1.975
H 5.663 -2.319 -3.708
```

Computed properties:
Total energy = -6342.387369 Eh
Maximum force = 1.3 eV Å⁻¹
Charge = -1
2S+1 = 2
Lowest unoccupied orbital energy (alpha / beta) = 2.113 / 1.061 eV
Energy relative to the best compared isomer or geometry (same formula, charge and spin) = 27.7 kcal per mole
⟨S²⟩ = 0.787
HOMO-LUMO gap (alpha / beta) = 0.2330 / 0.2071 Eh

=====

This record from the OMol25 dataset describes a single C5H5FO molecule. The level of theory is ωB97M-V/def2-TZVPD.

XYZ file:
```
12
Properties=species:S:1:pos:R:3
F -2.501 -1.204 0.578
C -2.008 0.017 0.281
C -0.702 0.161 0.067
C 0.369 -0.897 0.117
C 1.589 -0.056 -0.209
C 1.189 1.199 -0.384
O -0.163 1.397 -0.235
H -2.760 0.793 0.219
H 0.421 -1.380 1.099
H 0.215 -1.690 -0.608
H 2.607 -0.409 -0.311
H 1.745 2.069 -0.614
```

Computed properties:
Total energy = -368.570353 Eh
Maximum force = 1.0 eV Å⁻¹
Lowest unoccupied orbital energy = 1.011 eV
Energy relative to the best compared isomer or geometry (same formula, charge and spin) = 17.7 kcal per mole
HOMO-LUMO gap = 0.3419 Eh

=====

This record from the OMol25 dataset describes a molecular structure, C5H5N2O4S in a non-equilibrium geometry. The level of theory is ωB97M-V/def2-TZVPD.

XYZ file:
```
17
Properties=species:S:1:pos:R:3
C -1.551 1.245 -0.271
C -0.587 0.321 -0.118
C -0.817 3.080 -0.164
C 1.248 1.843 0.113
C -0.832 -1.111 0.271
N 0.791 0.622 -0.027
N 0.506 2.965 -0.158
O -3.289 -0.127 1.213
O -1.389 4.115 -0.167
O 2.376 2.026 0.468
O -3.209 -0.525 -1.248
S -3.363 0.465 -0.130
H -0.142 -1.850 -0.070
H -1.891 -1.378 -0.057
H -0.851 -1.081 1.337
H 1.461 -0.055 0.021
H 0.964 3.946 0.040
```

Computed properties:
Total energy = -1002.195418 Eh
Maximum force = 5.8 eV Å⁻¹
Charge = -1
Lowest unoccupied orbital energy = 3.334 eV
Energy relative to the best compared isomer or geometry (same formula, charge and spin) = 23.8 kcal per mole
HOMO-LUMO gap = 0.2640 Eh

=====

This record from the OMol25 dataset describes 2 unconnected molecules or ions with the total composition C3H9NO3 in a non-equilibrium geometry. The level of theory is ωB97M-V/def2-TZVPD.

XYZ file:
```
16
Properties=species:S:1:pos:R:3
C -0.918 0.196 1.225
C -0.532 1.387 0.389
O -1.098 2.450 0.442
N 0.517 1.271 -0.560
C 1.446 0.148 -0.876
O 0.716 -1.057 -1.071
H -1.060 -0.702 0.672
H -1.878 0.468 1.663
H -0.297 0.236 2.148
H 0.693 2.136 -1.045
H 2.149 -0.211 -0.141
H 1.921 0.530 -1.786
H 0.335 -1.161 -1.952
O -0.135 -3.223 0.432
H -0.495 -2.892 1.263
H 0.167 -2.370 0.048
```

Computed properties:
Total energy = -400.173654 Eh
Maximum force = 2.3 eV Å⁻¹
Lowest unoccupied orbital energy = 0.460 eV
Energy relative to the best compared isomer or geometry (same formula, charge and spin) = 30.0 kcal per mole
HOMO-LUMO gap = 0.3858 Eh

=====

What is the energy relative to the best compared isomer or geometry (same formula, charge and spin) in the seventh record? 30.0 kcal per mole

=====

The lowest total energy belongs to which entry? C42H59BrN4O2S3SbSiY